(1)
Below is a gas-phase ion, C6H15BO3P (charge -1), with properties calculated with ωB97M-V/def2-TZVPD.

Structure (XYZ):
```
26
Properties=species:S:1:pos:R:3
H -3.72 1.03 -0.16
H -0.23 -1.63 0.36
C 0.71 -1.32 0.83
H -1.24 2.28 0.64
H 1.60 -2.08 -1.01
C 1.62 1.23 -0.25
H -4.35 -0.85 1.19
B -1.16 1.07 0.41
H 0.70 -1.79 1.82
H 2.73 -1.18 -0.03
H 1.47 0.64 -1.17
C -3.18 0.08 0.00
H 3.31 2.45 0.40
H 3.49 0.75 0.80
O -2.27 0.26 1.03
H -1.83 -1.19 -1.03
P 0.63 0.53 1.15
H 1.15 2.19 -0.45
H 2.27 -2.81 0.44
C 1.89 -1.87 0.02
O -1.32 0.82 -1.08
C -2.28 -0.20 -1.19
C 3.12 1.44 0.04
H 3.74 1.29 -0.86
O -4.08 -0.96 0.27
H -2.78 -0.19 -2.17
```

Values from the calculation:
Net charge = -1
HOMO = -3.3 eV
DFT total energy = -22575.30235 eV
Strongest force on any atom = 0.0066 Eh/bohr

***

(2)
Below is a molecular structure, C6H15BrCuO4P at a distorted geometry, with properties calculated with ωB97M-V/def2-TZVPD.

Structure (XYZ):
```
28
Properties=species:S:1:pos:R:3
C -1.62 20.76 -18.79
C -4.56 19.04 -14.87
H -3.75 23.91 -15.01
O -3.41 19.26 -15.76
Cu -6.26 17.61 -18.93
O -4.04 21.32 -17.14
H -3.70 19.17 -12.92
H -4.12 20.82 -13.66
H 0.10 22.22 -19.03
H 0.42 20.94 -17.95
P -3.57 19.73 -17.30
H -2.56 22.69 -17.05
O -2.02 19.83 -17.74
H -5.25 19.64 -12.83
O -4.38 18.80 -18.13
H -4.71 24.15 -16.46
C -4.40 19.78 -13.50
H -4.61 17.97 -14.67
C -3.33 22.22 -16.43
H -2.96 21.73 -15.53
H -1.43 20.37 -19.79
H -5.52 19.36 -15.28
H -5.10 23.08 -15.28
C -4.22 23.39 -15.85
C -0.37 21.62 -18.25
Br -7.66 18.18 -16.63
H -2.43 21.41 -19.12
H -0.64 22.26 -17.41
```

Values from the calculation:
Net charge = +1
HOMO (spin up / spin down) = -14.0 / -14.0 eV
Expectation value of S² = 0.753
Spin multiplicity = 2
DFT total energy = -138619.36851 eV
Strongest force on any atom = 0.1182 Eh/bohr

***

(3)
Below is 2 unconnected molecules or ions with the total composition C6H15BrOSi at a distorted geometry, with properties calculated with ωB97M-V/def2-TZVPD.

Structure (XYZ):
```
24
Properties=species:S:1:pos:R:3
H -0.19 -0.21 2.99
C 0.18 2.45 -0.54
H 1.77 3.50 0.59
H -3.17 -0.41 2.39
H -0.54 3.19 0.01
Si -0.17 0.64 0.01
H 0.53 -2.79 -1.64
H 0.97 -2.13 -0.11
H 1.05 -0.20 -1.79
H 0.08 2.35 -1.69
C 0.13 -0.65 -1.44
C 0.27 -2.05 -0.85
H 1.54 -0.71 2.92
H 2.28 2.04 -0.30
C -3.41 0.17 1.49
C 0.59 -0.56 2.32
H 1.92 3.51 -1.16
H -0.61 -0.88 -2.28
C 1.60 2.91 -0.37
H -0.73 -2.30 -0.44
Br -4.40 -0.60 0.10
O 0.60 0.55 1.37
H 0.31 -1.51 1.81
H -3.46 1.23 1.70
```

Values from the calculation:
HOMO (spin up / spin down) = -7.9 / -6.3 eV
DFT total energy = -86429.11922 eV
Strongest force on any atom = 0.0860 Eh/bohr
ΔE to the lowest compared entry with this formula, charge and spin = 26.6 kcal per mole

***

(4)
Below is a molecular structure, C6H15ClCrO4P at a distorted geometry, with properties calculated with ωB97M-V/def2-TZVPD.

Structure (XYZ):
```
28
Properties=species:S:1:pos:R:3
H -23.45 -20.18 31.12
H -25.21 -19.92 26.58
H -25.58 -22.82 27.53
H -26.69 -22.11 26.34
H -24.39 -19.21 32.17
Cl -22.79 -23.43 24.55
C -25.18 -20.70 27.34
O -26.03 -20.36 28.42
H -23.25 -18.00 30.41
O -24.76 -22.22 29.64
O -27.40 -21.80 30.08
C -28.31 -20.98 30.79
H -27.82 -20.25 31.44
H -24.33 -18.66 29.25
C -24.28 -18.34 30.29
C -25.67 -22.11 26.71
P -25.85 -21.26 29.81
H -24.90 -22.29 25.95
H -25.10 -17.63 30.44
H -30.05 -19.77 30.29
Cr -21.62 -21.42 23.64
H -24.14 -20.71 27.66
H -28.89 -19.56 29.10
C -29.29 -20.33 29.74
C -24.35 -19.57 31.14
O -25.66 -20.14 30.93
H -29.72 -21.16 29.17
H -28.91 -21.63 31.43
```

Values from the calculation:
Net charge = +1
HOMO (spin up / spin down) = -12.3 / -12.3 eV
Expectation value of S² = 6.173
Spin multiplicity = 5
DFT total energy = -64880.01184 eV
Strongest force on any atom = 0.0685 Eh/bohr
ΔE to the lowest compared entry with this formula, charge and spin = 22.5 kcal per mole

***

(5)
Below is a molecular structure, C6H15ClNO4P at a distorted geometry, with properties calculated with ωB97M-V/def2-TZVPD.

Structure (XYZ):
```
28
Properties=species:S:1:pos:R:3
H 2.26 1.16 -1.53
H 0.54 0.87 2.05
H -1.66 0.38 1.12
H -0.93 0.62 -1.96
Cl 0.05 -3.42 2.27
H 3.26 -0.34 0.77
C -2.41 1.53 -0.70
O -2.24 -1.08 -0.47
O -0.70 -1.93 1.89
H 1.31 -0.18 -2.63
H -1.11 2.30 -2.23
H -3.49 0.15 0.75
O -1.32 -3.57 -0.13
N -1.61 1.41 -1.98
P -0.92 -2.03 0.16
H 0.34 0.32 -0.21
C 1.19 -0.47 -0.35
C 2.02 0.02 -1.72
O 0.61 -1.79 -0.66
H -2.11 2.51 -0.10
H -3.54 1.71 -1.03
C 2.12 -0.43 1.01
C 1.70 0.98 1.80
H 2.99 -0.62 -1.84
H 1.90 -1.33 1.73
H 1.83 1.84 0.98
C -2.41 0.19 0.25
H 2.37 1.19 2.74
```

Values from the calculation:
HOMO = -9.6 eV
DFT total energy = -37952.34669 eV
Strongest force on any atom = 0.1609 Eh/bohr

***

(6)
Below is a molecular structure, C6H15ClO4PZn at a distorted geometry, with properties calculated with ωB97M-V/def2-TZVPD.

Structure (XYZ):
```
28
Properties=species:S:1:pos:R:3
C -3.07 -1.86 1.82
H 0.28 0.73 -4.20
C -0.30 0.00 -2.09
P 0.01 0.08 0.57
Cl -2.97 3.01 1.91
C 3.55 -0.26 0.34
H -2.72 -1.04 -0.13
H 3.66 -1.13 0.99
H -2.78 -2.87 1.51
O -0.90 -1.10 1.07
H 2.71 1.37 1.77
H -2.87 -1.78 2.89
H 4.52 0.18 0.12
Zn -0.72 3.21 1.74
H 2.29 1.35 0.14
C 0.63 0.54 -3.19
H 1.15 1.41 -2.77
O -0.49 1.45 0.79
H -0.77 -0.93 -2.41
C -2.35 -0.92 0.89
H -1.12 0.73 -2.10
H 1.47 -0.15 -3.37
O 1.37 -0.14 1.35
H -4.15 -1.81 1.74
H 3.20 -0.54 -0.65
H -2.52 0.11 1.20
C 2.49 0.66 0.98
O 0.41 -0.31 -0.89
```

Values from the calculation:
Net charge = +1
HOMO = -14.4 eV
DFT total energy = -84880.14252 eV
Strongest force on any atom = 0.0705 Eh/bohr

***

(7)
Below is a molecular structure, C6H15CuNO10S2 at a distorted geometry, with properties calculated with ωB97M-V/def2-TZVPD.

Structure (XYZ):
```
35
Properties=species:S:1:pos:R:3
C 30.90 -15.39 7.95
H 29.31 -16.23 14.74
H 32.98 -18.35 11.52
S 35.27 -18.88 10.08
C 32.16 -17.64 11.69
C 30.05 -17.03 14.68
H 30.83 -16.68 15.37
H 31.67 -14.96 12.39
N 32.89 -16.38 11.44
H 30.59 -16.43 7.82
O 35.45 -19.26 11.50
O 33.92 -19.09 9.59
O 31.66 -15.45 9.15
O 34.89 -16.18 4.79
Cu 33.45 -16.92 9.21
H 32.48 -17.65 13.81
H 30.14 -14.60 7.92
C 31.05 -15.16 10.35
C 32.14 -15.16 11.41
O 35.51 -17.42 9.90
H 29.74 -18.03 14.98
H 31.31 -18.87 13.19
S 34.70 -17.21 5.80
H 32.80 -14.29 11.34
O 30.55 -16.95 13.35
O 36.33 -19.44 9.22
H 33.81 -16.31 11.86
O 34.03 -18.34 5.13
H 31.44 -15.21 7.02
H 31.40 -17.80 10.93
O 35.98 -17.65 6.38
O 33.81 -16.71 6.90
H 30.42 -16.01 10.69
C 31.63 -17.82 13.14
H 30.31 -14.35 10.28
```

Values from the calculation:
Net charge = -3
HOMO = 3.1 eV
DFT total energy = -94734.39180 eV
Strongest force on any atom = 0.0933 Eh/bohr

***

(8)
Below is a molecular structure, C6H15F2N2O6S2Sn at a distorted geometry, with properties calculated with ωB97M-V/def2-TZVPD.

Structure (XYZ):
```
34
Properties=species:S:1:pos:R:3
H 13.03 -17.62 -20.71
C 9.04 -18.47 -20.52
H 9.73 -16.48 -20.09
N 7.75 -19.87 -25.76
H 8.73 -21.17 -20.88
H 11.47 -16.52 -21.89
S 7.46 -20.36 -27.47
C 9.72 -17.12 -20.97
O 7.67 -19.20 -28.33
H 8.08 -18.22 -20.07
H 11.19 -16.06 -18.71
O 6.56 -21.40 -27.97
N 11.17 -17.35 -21.40
C 12.08 -16.33 -19.27
Sn 10.06 -18.67 -24.35
H 7.77 -20.79 -22.44
H 11.94 -18.50 -19.65
F 8.81 -21.24 -27.67
O 8.76 -19.31 -21.73
H 7.16 -20.26 -20.85
H 11.77 -16.58 -16.60
H 13.19 -17.62 -16.33
C 8.05 -20.51 -21.43
C 12.06 -17.59 -20.22
H 12.53 -15.54 -19.87
O 12.93 -16.60 -18.22
O 5.89 -21.61 -25.38
H 9.22 -16.57 -21.77
H 9.62 -18.98 -19.74
O 5.32 -19.24 -26.04
S 6.28 -20.18 -25.51
F 6.05 -19.78 -23.96
H 11.96 -18.23 -17.43
C 12.43 -17.32 -17.05
```

Values from the calculation:
HOMO (spin up / spin down) = -8.6 / -9.7 eV
Expectation value of S² = 0.753
Spin multiplicity = 2
DFT total energy = -54659.56090 eV
Strongest force on any atom = 0.2048 Eh/bohr

***

(9)
Below is a molecular structure, C6H15F9HfN8O25S7 at a distorted geometry, with properties calculated with ωB97M-V/def2-TZVPD.

Structure (XYZ):
```
71
Properties=species:S:1:pos:R:3
H 1.90 -4.39 2.57
O 2.92 0.16 -3.78
H 3.65 -2.81 -3.35
O -3.33 0.57 -4.15
O -1.29 -3.14 2.49
H -2.94 -0.66 3.47
S -3.46 1.99 -4.10
N 1.62 1.28 0.20
F -5.02 2.27 -3.93
S 1.64 3.00 0.45
F -0.90 3.60 -2.12
O 2.10 -0.41 3.44
O -1.46 1.15 0.82
N 2.06 -2.68 1.42
F 0.10 -3.58 -0.39
O -3.16 2.78 -5.24
H 1.70 3.08 -3.60
O -3.80 -2.02 0.06
C 2.26 2.34 -4.15
C -2.24 2.59 2.91
C 1.06 1.13 4.82
S -2.74 1.81 1.28
O 3.86 1.14 1.51
F -2.23 1.70 3.91
C 3.26 -2.58 -2.37
O 2.11 3.76 -0.64
O -0.89 -3.63 -2.54
C -2.96 -1.71 3.23
O -1.00 1.33 -1.70
O 1.47 1.01 -2.42
Hf -0.03 -0.13 -0.11
F -3.17 -0.16 -1.17
O 3.02 -2.99 0.77
N 2.18 1.05 -3.41
O 0.45 0.69 2.62
S -1.44 2.24 -2.75
H 2.77 -2.94 3.31
O -3.33 -2.12 -2.40
O -0.69 2.19 -3.95
F -1.04 3.15 2.81
H 1.73 1.98 4.79
H 1.02 -2.99 3.26
S -1.25 -3.38 -1.21
O 3.94 1.54 -0.95
F -3.15 3.52 3.14
O -3.75 0.84 1.55
O -3.09 2.89 0.43
N 1.85 -2.14 -2.55
N -1.40 -1.72 -0.81
O 1.39 -2.11 -3.65
N -1.77 -2.04 2.41
H -2.91 -2.29 4.14
H 0.01 1.42 4.88
C 1.92 -3.32 2.75
O 1.92 3.36 1.80
H 3.73 -1.72 -1.89
S -3.02 -1.73 -1.08
H 1.26 0.40 5.60
H 3.33 2.53 -4.23
O 1.26 -1.82 1.06
S 3.25 1.16 0.23
N 1.18 0.37 3.54
N -2.98 2.67 -2.72
O -1.27 -1.14 1.74
H -3.81 -1.89 2.58
F 0.09 3.10 0.41
H 1.97 2.16 -5.18
O -2.12 -4.25 -0.51
O 1.28 -1.62 -1.59
F 3.16 -0.44 -0.07
H 3.23 -3.40 -1.67
```

Values from the calculation:
HOMO = -9.7 eV
DFT total energy = -171168.25307 eV
Strongest force on any atom = 0.1314 Eh/bohr
ΔE to the lowest compared entry with this formula, charge and spin = 0.0 kcal per mole